No. 1
Below is the molecule C10H12NPS, with properties calculated with ωB97M-V with the def2-TZVPD basis set.

Energy above the lowest of the compared OMol25 structures with the same formula, charge and spin, kJ/mol: 0.0

```
! wB97M-V def2-TZVPD RIJCOSX def2/J DEFGRID3
* xyz 0 1
H 4.66 -0.48 1.31
H 0.20 0.49 2.28
C 2.58 -0.01 1.31
C 1.52 0.09 -0.85
C -4.09 -0.79 0.20
H 2.51 0.08 2.38
P -0.81 2.26 0.84
C -3.03 -0.10 -0.67
C 1.43 0.21 0.54
N -1.10 0.45 0.64
C 3.78 -0.32 0.70
C -1.68 -0.39 -0.14
H -3.89 -1.86 0.27
H -3.20 0.98 -0.66
H -1.18 -1.32 -0.39
C 0.21 0.66 1.21
H -4.10 -0.37 1.20
H 2.78 -0.28 -2.52
H 0.65 0.26 -1.46
S -0.45 2.88 -0.98
H -3.11 -0.47 -1.69
C 2.73 -0.22 -1.45
H 4.81 -0.65 -1.15
C 3.86 -0.42 -0.68
H -5.08 -0.66 -0.25
*
```

No. 2
Below is a cluster of 2 separate species, C10H12O in total, with properties calculated with ωB97M-V with the def2-TZVPD basis set.

Energy above the lowest of the compared OMol25 structures with the same formula, charge and spin, kJ/mol: 538.6
SMILES string: C#CCCC#C.C=CCC=O

```
! wB97M-V def2-TZVPD RIJCOSX def2/J DEFGRID3
* xyz 0 1
C -1.46 0.06 1.24
H -0.36 1.83 0.25
H -1.92 -1.91 1.83
C 2.21 1.39 0.25
H -0.48 -1.41 -0.85
C -0.94 -3.37 -0.26
H 1.91 2.93 -1.25
H -2.21 -1.74 -0.67
H -0.19 -1.57 1.66
H 3.98 0.74 1.22
C 0.00 2.13 -0.76
C -1.69 1.24 1.24
O -0.73 2.56 -1.61
H 1.64 1.30 -1.84
H -1.90 2.29 1.26
H -0.50 -5.65 -0.26
H 1.59 1.18 1.13
C 3.51 1.15 0.32
C 1.50 1.95 -0.95
H 4.18 1.35 -0.52
C -1.22 -1.93 -0.22
C -1.18 -1.37 1.21
C -0.71 -4.55 -0.26
*
```

No. 3
Below is a structure of composition C10H12O2P, with properties calculated with ωB97M-V with the def2-TZVPD basis set.

Energy, hartree: -879.96187
Expectation value of S²: 2.0169

```
! wB97M-V def2-TZVPD RIJCOSX def2/J DEFGRID3
* xyz -1 3
C -0.57 -2.74 -0.17
C 1.96 -2.27 -0.73
P -0.30 0.07 -1.73
C -1.64 1.54 0.03
C 0.52 -1.83 -0.46
C 0.79 1.86 0.02
O -1.72 -0.23 -2.07
H 1.59 3.34 1.38
H -2.49 1.04 -0.51
H 1.89 -3.12 -1.45
C -0.59 3.05 1.55
H -1.35 -2.47 -0.73
H -2.79 2.58 1.34
H 2.56 -1.48 -1.15
C -0.33 1.20 -0.37
C -1.74 2.46 1.09
C 0.65 2.76 1.03
H -0.37 -3.81 -0.06
H -0.67 3.77 2.45
O 0.77 0.52 -2.72
H -0.68 -1.09 1.14
C -0.06 -1.82 0.87
H 2.43 -2.58 0.17
H 0.46 -2.33 1.65
H 1.67 1.58 -0.57
*
```

No. 4
Below is the molecule C10H12O2S2, with properties calculated with ωB97M-V with the def2-TZVPD basis set.

Energy above the lowest of the compared OMol25 structures with the same formula, charge and spin, kJ/mol: 0.0

```
! wB97M-V def2-TZVPD RIJCOSX def2/J DEFGRID3
* xyz 0 1
C 1.03 -0.18 -0.71
O -0.66 0.69 -2.13
S -0.39 1.97 -3.16
H -0.72 -3.06 0.07
C 0.52 -1.61 -0.95
H 1.35 -2.16 -0.89
C -1.63 -0.87 0.13
O 0.67 1.77 -4.08
C -1.06 0.46 0.39
H 0.15 -1.57 -1.91
H -1.88 1.29 0.58
C -0.10 0.91 -0.74
C 0.16 3.01 -1.75
H -2.01 -0.99 -0.80
H 1.79 -0.14 -1.52
H 1.11 2.58 1.35
C 1.31 4.34 0.01
H 1.44 0.13 0.26
H 1.78 5.25 0.49
H -0.48 0.47 1.22
C -0.49 -1.91 0.22
C 0.96 3.07 0.41
S 0.85 4.63 -1.65
H -2.44 -1.26 0.83
H -0.18 -1.81 1.32
C 0.31 2.31 -0.60
*
```

No. 5
Below is the molecule C10H12OS, with properties calculated with ωB97M-V with the def2-TZVPD basis set.

Energy above the lowest of the compared OMol25 structures with the same formula, charge and spin, kJ/mol: 545.2
SMILES string: Cc1ccc([S@H](=O)=C2CC2)cc1

```
! wB97M-V def2-TZVPD RIJCOSX def2/J DEFGRID3
* xyz 0 1
C -1.73 -1.79 0.41
H -0.36 2.11 2.08
C -0.70 -1.29 -1.74
H -1.50 -0.30 1.85
H -2.10 -3.16 -2.59
C -0.47 0.27 0.03
C 2.52 3.17 0.97
C 1.69 2.04 0.30
H -0.79 -3.82 -1.70
H 3.47 3.61 0.54
H -0.60 -1.66 -2.72
O -0.71 2.96 -0.09
H 2.33 1.39 2.41
S 0.02 1.94 0.64
C -0.20 -0.11 -1.28
H -2.59 -3.97 -1.05
H 1.90 3.69 1.71
C -1.82 -3.39 -1.64
H 0.31 0.61 -1.99
C 2.60 1.74 1.42
H 3.58 1.06 1.27
C -1.45 -2.12 -0.90
H -2.20 -2.38 1.20
C -1.19 -0.59 0.86
*
```

No. 6
Below is the molecule C10H12OS, with properties calculated with ωB97M-V with the def2-TZVPD basis set.

Energy above the lowest of the compared OMol25 structures with the same formula, charge and spin, kJ/mol: 748.6

```
! wB97M-V def2-TZVPD RIJCOSX def2/J DEFGRID3
* xyz 0 1
C -0.95 -0.29 0.37
C 1.24 -0.86 -0.45
C 0.00 -3.97 1.64
C 1.18 2.35 -0.99
H 0.49 -3.67 2.61
C 1.17 -2.13 -0.10
H -3.33 1.12 2.29
C 1.36 3.48 -1.88
H 0.42 3.81 -2.30
S -0.42 -2.76 0.54
H 1.70 4.38 -1.21
H -3.06 -0.34 0.43
H 2.20 -0.63 -0.96
C -2.38 0.88 1.89
C -2.20 0.08 0.93
H 1.98 2.03 -0.36
C 0.24 1.36 -1.15
C 0.17 0.05 -0.27
H 2.16 3.21 -2.56
O -1.12 -3.34 -0.55
H -0.72 -4.76 1.70
H 2.05 -2.81 -0.32
H -1.46 1.37 2.27
H -0.72 1.44 -1.57
*
```

No. 7
Below is a structure of composition C10H12OSe, with properties calculated with ωB97M-V with the def2-TZVPD basis set.

Energy above the lowest of the compared OMol25 structures with the same formula, charge and spin, kJ/mol: 0.0

```
! wB97M-V def2-TZVPD RIJCOSX def2/J DEFGRID3
* xyz 0 1
H 3.84 -0.39 1.38
C -3.41 0.45 0.57
C 1.75 0.15 1.05
C -2.02 -0.13 0.24
C 0.95 0.71 0.10
C 3.06 -0.20 0.64
Se -0.77 1.47 0.49
C 3.55 -0.07 -0.67
H 3.10 0.53 -2.72
H -0.63 -0.76 1.81
H -2.02 0.74 -1.73
H 1.58 0.12 2.17
H 0.61 0.92 -2.01
H -2.16 -1.63 1.81
C 2.65 0.33 -1.68
H 4.64 -0.16 -0.85
H -3.21 1.50 0.27
C -1.68 -0.20 -1.20
O -1.02 -1.08 -1.69
C 1.31 0.50 -1.30
H -4.30 -0.02 -0.05
H -3.64 0.29 1.67
H -0.78 -1.90 0.51
C -1.40 -1.15 1.18
*
```

No. 8
Below is a structure of composition C10H13BCl4O2S, with properties calculated with ωB97M-V with the def2-TZVPD basis set.

Energy above the lowest of the compared OMol25 structures with the same formula, charge and spin, kJ/mol: 0.0

```
! wB97M-V def2-TZVPD RIJCOSX def2/J DEFGRID3
* xyz 0 1
Cl -2.18 -0.65 0.97
C 2.63 2.42 0.07
O 4.49 -1.16 3.76
H 3.11 -1.51 6.49
H 1.17 -2.31 3.32
C 1.99 1.48 0.90
H 2.74 0.58 -2.78
C 2.91 2.07 -1.26
H 2.72 1.03 3.31
B -1.05 -2.15 1.17
H 1.63 -1.10 -1.29
Cl 3.64 3.23 -2.28
C 1.92 -1.65 2.85
C 1.02 -0.75 1.43
H 3.19 1.06 5.05
C 2.77 -2.06 5.58
C 2.55 0.57 4.29
C 1.61 0.22 0.43
C 1.91 -0.12 -0.92
H 1.69 -2.29 5.66
H 0.52 -0.23 2.25
C 2.53 0.81 -1.75
H 1.49 0.57 4.57
H 1.77 1.79 1.92
Cl -1.16 -2.66 2.99
H 2.92 3.40 0.48
H 3.35 -3.00 5.52
H 2.46 -2.18 2.05
Cl -1.52 -3.62 0.12
O 0.35 -1.79 0.89
S 3.05 -1.11 4.05
*
```

No. 9
Below is a cluster of 2 separate species, C10H13BF4O2P in total, with properties calculated with ωB97M-V with the def2-TZVPD basis set.

Energy, hartree: -1305.24024

```
! wB97M-V def2-TZVPD RIJCOSX def2/J DEFGRID3
* xyz -1 1
O -3.39 2.31 -0.87
C -3.91 0.08 1.67
O -2.66 1.02 3.48
H 2.11 -0.32 0.14
F 5.97 -2.36 -1.23
C -0.07 -0.73 -1.56
H -4.58 -0.61 2.19
B 5.17 -1.74 -0.25
C 1.29 1.74 -0.32
H 0.51 -0.85 -2.48
C 2.16 0.72 0.49
C -4.14 0.44 0.42
C -1.53 -1.31 -1.68
H -0.43 0.37 1.81
H -2.26 -0.54 -1.98
H -1.83 -1.74 -0.71
H 1.91 2.16 -1.13
F 3.82 -2.15 -0.40
H 0.38 -1.26 -0.70
H 1.06 2.58 0.36
P -0.28 1.07 -1.06
C -2.65 0.63 2.36
H -1.53 -2.13 -2.42
F 5.63 -2.09 1.04
H 3.22 1.03 0.35
C -1.65 1.03 0.19
H -5.01 0.10 -0.14
F 5.25 -0.33 -0.40
H 1.96 0.83 1.57
C -3.10 1.38 -0.19
C -1.42 0.66 1.45
*
```

No. 10
Below is the molecule C10H13BrN2OS, with properties calculated with ωB97M-V with the def2-TZVPD basis set.

SMILES string: CCSCCNC(=O)c1cncc(Br)c1
Energy, hartree: -3545.82939

```
! wB97M-V def2-TZVPD RIJCOSX def2/J DEFGRID3
* xyz 0 1
C -3.75 -0.81 0.11
C -1.00 1.21 -0.51
S -2.22 -0.70 1.10
O 1.62 2.18 -0.74
H -3.56 -0.32 -0.85
N 0.21 0.42 -0.52
N 3.55 -2.13 -0.79
C 1.44 0.99 -0.59
H 0.10 -0.54 -0.26
C 2.52 -1.31 -0.88
H -0.70 2.25 -0.65
H 1.63 -1.74 -1.32
C 3.79 0.50 0.01
C 4.69 -1.69 -0.30
H -1.09 1.31 1.65
H 3.88 1.54 0.30
H -4.79 0.86 1.01
H -5.84 -0.32 0.22
Br 6.54 0.21 0.77
C -1.74 1.04 0.81
H -3.90 -1.87 -0.05
C 4.86 -0.38 0.10
H 5.50 -2.41 -0.24
H -5.10 -0.69 1.78
C -4.94 -0.20 0.83
H -2.64 1.66 0.84
H -1.64 0.91 -1.35
C 2.58 0.02 -0.48
*
```

No. 11
Below is the molecule C10H13BrO2, with properties calculated with ωB97M-V with the def2-TZVPD basis set.

Energy above the lowest of the compared OMol25 structures with the same formula, charge and spin, kJ/mol: 136.4
SMILES string: C[C@]12C=C[C@H](O1)[C@@H]1CC[C@@]2(Br)[C@H]1O

```
! wB97M-V def2-TZVPD RIJCOSX def2/J DEFGRID3
* xyz 0 1
C -0.72 -0.81 -1.46
O 1.21 0.95 -0.41
H 0.58 -2.64 -1.56
O -1.16 -2.43 1.07
H 1.79 0.53 2.81
C 1.27 0.67 1.88
H -0.60 -0.64 1.95
H -1.69 2.65 0.25
C -0.95 2.31 -0.61
C -0.57 -1.22 0.92
H -1.59 1.88 -1.45
C -0.15 1.26 0.13
H 1.26 -1.11 -1.81
H -1.51 -1.57 -1.80
C 0.18 1.38 1.58
Br -2.95 0.29 0.02
C 1.70 0.00 0.55
C 0.88 -1.37 0.39
C 0.60 -1.58 -1.17
H 2.73 -0.41 0.36
H -2.05 -2.39 1.17
C -1.06 -0.26 -0.12
H -0.63 -0.10 -2.31
H -0.45 1.90 2.33
H -0.35 3.18 -0.93
H 1.43 -2.24 0.88
*
```

No. 12
Below is a structure of composition C10H13Cl3N4S3SiZr, with properties calculated with ωB97M-V with the def2-TZVPD basis set.

Energy above the lowest of the compared OMol25 structures with the same formula, charge and spin, kJ/mol: 98.9

```
! wB97M-V def2-TZVPD RIJCOSX def2/J DEFGRID3
* xyz 2 1
C -0.59 0.93 5.95
C -0.18 -3.12 7.52
S 0.50 2.13 5.23
H -1.13 -5.04 7.35
H -0.02 2.32 1.08
C 0.97 1.04 4.03
H -1.42 1.67 0.54
S -1.48 1.23 7.23
N -0.44 -0.24 5.21
H -2.27 -4.48 5.23
H 0.62 -1.13 7.44
S 2.02 1.29 2.67
H 2.04 0.81 -1.64
C 1.59 0.90 -0.66
Si -1.52 -2.42 0.58
H -2.01 -2.25 4.24
H -0.45 0.74 -1.35
C -0.01 -1.87 6.96
H 2.51 -0.64 0.38
H 0.32 -3.36 8.45
N 0.39 -0.13 4.11
C -1.47 -2.50 5.14
H 2.20 1.59 -0.07
C -1.63 -3.75 5.71
H 0.19 2.39 -1.26
C -0.66 -1.57 5.77
C -0.99 -4.07 6.90
Cl -2.73 -3.83 1.28
N -0.42 1.50 0.61
H 1.34 -1.15 -0.62
Cl -2.21 -0.43 2.24
Cl 0.49 -2.76 2.02
C 0.17 1.42 -0.77
Zr 0.17 -0.36 1.92
N 1.56 -0.42 0.06
*
```